No. 1
Here is a cluster of 2 separate species, C9H9N2O2 in total from OMol25. Energies are from ωB97M-V with the def2-TZVPD basis set.

The geometry in XYZ format:
```
22
Properties=species:S:1:pos:R:3:forces:R:3:nbo_charge:R:1
C 1.4903 -0.5356 -2.1408 0.06 -0.07 -0.18 -0.24
C 2.4188 -0.0260 -1.2450 0.26 0.02 -0.02 -0.23
C 0.1323 -0.5022 -1.8526 -0.03 0.00 0.00 -0.20
C 2.0116 0.5369 -0.0467 -0.07 0.01 0.11 -0.25
C -0.2861 0.0557 -0.6623 0.29 0.11 0.06 0.00
C 0.6561 0.5866 0.2422 0.15 -0.26 -0.58 0.03
C -1.6443 0.2324 -0.0900 -0.20 -0.37 0.02 -0.54
C -1.3787 0.9839 1.1651 0.09 0.12 0.12 -0.11
C -0.0616 1.1411 1.3646 -0.34 0.31 0.31 -0.27
N -1.4455 -2.2172 2.2811 1.74 -0.50 -0.36 -0.64
N -2.6636 -1.8778 2.3538 -0.07 -0.04 0.35 0.57
O -3.2888 -1.7413 1.2741 -0.75 -0.01 -0.34 -0.59
O -3.2405 -1.6719 3.4470 -0.46 0.18 0.59 -0.60
H 1.8280 -0.9621 -3.0763 0.03 -0.04 -0.04 0.20
H 3.4771 -0.0590 -1.4806 -0.03 -0.04 -0.05 0.19
H -0.5828 -0.9084 -2.5556 -0.07 -0.04 -0.03 0.20
H 2.7400 0.9322 0.6491 0.05 0.04 0.05 0.20
H -2.3625 0.7021 -0.7618 -0.03 0.16 -0.08 0.22
H -2.1082 -0.7360 0.2041 0.16 0.17 -0.11 0.34
H -2.1706 1.2809 1.8306 -0.07 0.01 0.18 0.21
H -1.0481 -2.2801 3.2237 -0.69 0.20 -0.13 0.31
H 0.4144 1.6027 2.2160 -0.02 0.02 0.12 0.20
```
Positions in Å, forces in eV/Å.

Values from the calculation:
- Multiplicity: 1
- Net charge: -1
- LUMO: 3.412 eV
- M: 177.2 g mol⁻¹
- ΔE to the lowest compared entry with this formula, charge and spin: 0.6489 eV

No. 2
Here is a cluster of 7 separate species, C31H57F3O16 in total from OMol25. Energies are from ωB97M-V with the def2-TZVPD basis set.

The geometry in XYZ format:
```
107
Properties=species:S:1:pos:R:3:forces:R:3:lowdin_charge:R:1
O 2.3916 -2.3888 -2.8891 -1.10 4.17 -2.07 0.12
C 1.9113 -1.3418 -3.3427 -0.81 -1.27 0.20 -0.40
O 2.4817 -0.0485 -3.5130 -1.18 -1.86 0.63 -0.02
C 1.4222 0.8252 -2.9660 0.27 -0.30 2.36 -0.09
C 0.0440 0.0250 -3.2304 1.44 2.07 -1.62 -0.21
C -0.6988 0.7524 -4.4525 -0.52 0.02 0.43 -0.08
C -2.2271 1.1202 -4.1868 0.03 0.57 -0.85 -0.19
O -3.0421 -0.0596 -3.9078 -0.23 0.92 0.70 -0.17
C -4.0119 0.2072 -2.8841 0.35 -0.91 0.68 -0.09
C -4.7477 -1.2044 -2.5839 1.46 0.05 -0.08 -0.35
F -5.8482 -1.3598 -3.4717 2.30 -0.32 2.34 0.06
F -5.1506 -1.3328 -1.2270 0.25 0.30 -3.30 0.06
F -3.7689 -2.2291 -2.7798 -2.96 1.85 0.29 0.06
O 0.5417 -1.2305 -3.7965 1.90 0.02 2.46 0.00
H 1.4826 1.9304 -3.2484 0.06 -1.83 -0.41 0.14
H 1.7006 0.8457 -1.8476 -1.02 -0.03 -1.84 0.10
H -0.4505 -0.0254 -2.2085 0.07 -0.60 -1.73 0.14
H -0.1326 1.7329 -4.6734 -1.09 -1.40 0.30 0.12
H -0.5621 0.0880 -5.3834 -0.42 0.92 1.50 0.14
H -2.6369 1.5655 -5.1737 0.59 -0.50 1.47 0.13
H -2.3729 1.9598 -3.3969 0.51 -2.36 -1.39 0.09
H -4.7683 1.0058 -3.1829 0.81 -1.09 0.39 0.14
H -3.4603 0.4915 -1.9207 -0.94 -0.29 -1.15 0.15
O -0.9031 -1.8046 -0.8002 -0.57 -0.03 0.37 0.09
C -1.5013 -2.5508 -0.0580 0.41 0.07 -0.02 -0.51
O -2.7239 -2.2121 0.3904 -0.12 0.40 -0.41 -0.01
C -3.5924 -3.0977 1.1119 -0.05 -0.22 0.29 -0.23
C -3.2756 -3.0822 2.5941 0.19 0.04 0.10 -0.06
C -0.8641 -3.8122 0.4449 -0.03 -0.57 -0.11 0.01
H -3.5692 -4.1029 0.6880 0.16 0.08 0.01 0.10
H -4.6075 -2.7222 0.9589 0.23 0.16 -0.17 0.11
H -2.2609 -3.4354 2.7900 -0.09 -0.09 -0.01 0.07
H -3.9739 -3.7152 3.1460 0.04 0.05 -0.02 0.08
H -3.3369 -2.0637 2.9875 -0.11 -0.06 -0.05 0.08
H -0.2315 -3.5787 1.3037 -0.01 0.07 -0.07 0.10
H -0.2463 -4.2273 -0.3540 0.07 0.21 0.13 0.10
H -1.5745 -4.5886 0.7135 0.07 0.15 0.15 0.05
O 2.5187 2.1158 -0.5930 0.80 0.33 0.90 0.07
C 3.6018 1.8196 -0.1380 -0.16 0.16 -0.33 -0.50
O 4.0525 2.4301 0.9731 -0.51 0.09 0.19 0.00
C 5.2231 2.0252 1.6982 0.31 0.08 0.05 -0.22
C 6.4721 2.6455 1.1050 0.08 0.03 -0.23 -0.06
C 4.4957 0.8421 -0.8461 -0.04 -0.70 0.17 0.02
H 5.2865 0.9373 1.7672 -0.03 0.04 -0.13 0.12
H 5.0924 2.3914 2.7196 -0.20 0.01 -0.18 0.12
H 6.6339 2.3191 0.0752 0.02 -0.08 0.08 0.07
H 7.3516 2.3781 1.6948 -0.09 0.03 0.02 0.07
H 6.3820 3.7344 1.0805 -0.02 -0.09 0.13 0.08
H 5.0457 1.3630 -1.6317 -0.05 -0.04 0.04 0.11
H 3.8721 0.0679 -1.2977 0.06 0.25 -0.16 0.08
H 5.1941 0.3262 -0.1903 0.13 0.19 -0.03 0.07
O 6.5364 2.8256 5.6924 0.70 0.27 -0.35 0.10
C 7.6853 3.2006 5.7063 -0.50 -0.39 0.24 -0.53
O 8.3286 3.4373 4.5460 -0.33 0.18 -0.41 -0.01
C 9.6163 4.0612 4.4465 0.26 -0.14 0.04 -0.23
C 10.7281 3.0440 4.6097 0.01 -0.17 0.12 -0.07
C 8.4425 3.3219 6.9976 0.07 0.59 0.38 0.01
H 9.7044 4.8955 5.1454 -0.05 -0.10 0.06 0.11
H 9.6703 4.4922 3.4435 -0.27 -0.10 0.09 0.12
H 10.7022 2.5745 5.5953 0.05 0.11 -0.01 0.07
H 11.7041 3.5160 4.4773 -0.07 -0.02 -0.01 0.08
H 10.6217 2.2423 3.8747 0.01 0.14 -0.02 0.08
H 8.8318 2.3420 7.2786 -0.02 0.07 -0.03 0.10
H 7.7532 3.6695 7.7696 -0.02 -0.28 -0.11 0.09
H 9.2557 4.0444 6.9678 0.13 -0.17 -0.07 0.07
O -2.7366 -5.8008 -0.7282 0.29 -0.55 -0.52 0.08
C -2.4491 -6.2512 -1.8140 -0.17 0.40 0.09 -0.50
O -1.2650 -6.8644 -1.9929 0.03 -0.21 0.56 0.00
C -0.9037 -7.5937 -3.1740 0.15 0.11 -0.33 -0.23
C -0.3454 -6.6672 -4.2357 -0.04 0.21 -0.03 -0.06
C -3.3557 -6.0566 -2.9945 -0.48 -0.43 -0.20 0.02
H -1.7408 -8.1936 -3.5375 -0.06 0.12 0.04 0.11
H -0.1270 -8.3004 -2.8710 -0.15 0.16 0.23 0.12
H -1.0854 -5.9312 -4.5569 0.01 -0.10 -0.03 0.07
H -0.0209 -7.2354 -5.1104 -0.02 0.01 0.07 0.08
H 0.5070 -6.1074 -3.8429 -0.04 -0.12 -0.01 0.09
H -3.1712 -5.0728 -3.4300 -0.01 -0.04 0.05 0.10
H -4.3894 -6.1074 -2.6469 0.17 0.25 0.07 0.10
H -3.2542 -6.8220 -3.7614 0.17 0.13 -0.08 0.07
O -2.4370 3.6935 -3.3856 -0.65 1.52 -0.29 0.07
C -3.1103 4.4626 -4.0352 0.47 -0.02 0.14 -0.49
O -3.9868 3.9876 -4.9388 -0.13 -0.46 0.30 0.00
C -4.9611 4.7913 -5.6199 -0.01 0.19 -0.29 -0.22
C -4.3652 5.4402 -6.8531 0.21 0.06 -0.04 -0.06
C -2.9195 5.9468 -3.9147 -0.35 0.41 0.43 0.02
H -5.4164 5.5162 -4.9420 0.14 0.00 0.02 0.11
H -5.7598 4.1103 -5.9243 0.22 -0.11 0.19 0.13
H -3.5492 6.1189 -6.5961 -0.12 0.04 0.01 0.07
H -5.1259 6.0047 -7.3966 0.03 -0.05 0.04 0.08
H -3.9471 4.6809 -7.5185 -0.14 0.02 0.06 0.09
H -2.0841 6.2535 -4.5463 -0.06 -0.03 0.04 0.10
H -2.6877 6.1807 -2.8738 0.21 -0.14 -0.17 0.10
H -3.8034 6.5287 -4.1681 0.08 -0.01 -0.22 0.07
O -3.7373 -3.4818 6.5883 -0.42 0.95 0.16 0.09
C -3.8171 -2.2935 6.8087 0.33 -0.71 -0.33 -0.53
O -5.0174 -1.6805 6.7885 -0.38 -0.35 0.17 0.00
C -5.2417 -0.3315 7.2193 0.05 0.22 -0.17 -0.23
C -4.9571 0.6514 6.1012 0.14 0.00 -0.15 -0.07
C -2.5815 -1.4654 7.0173 0.29 0.16 0.62 0.01
H -4.6774 -0.1095 8.1276 0.08 -0.05 -0.08 0.11
H -6.2987 -0.2692 7.4904 0.11 -0.27 -0.06 0.12
H -3.9122 0.6112 5.7865 -0.03 0.06 0.10 0.07
H -5.1833 1.6718 6.4187 0.00 -0.07 -0.01 0.08
H -5.5614 0.4136 5.2223 -0.03 0.02 0.14 0.08
H -2.1676 -1.1874 6.0465 -0.04 -0.01 0.06 0.10
H -1.8509 -2.0680 7.5603 -0.06 -0.06 -0.29 0.09
H -2.7436 -0.5713 7.6163 -0.04 0.10 -0.20 0.07
```
Positions in Å, forces in eV/Å.

Values from the calculation:
- Multiplicity: 1
- LUMO: 0.612 eV
- M: 742.8 g mol⁻¹
- ΔE to the lowest compared entry with this formula, charge and spin: 0.0000 eV
- SMILES: O=C1OC[C@@H](CCOCC(F)(F)F)O1.CCOC(C)=O.CCOC(C)=O.CCOC(C)=O.CCOC(C)=O.CCOC(C)=O.CCOC(C)=O

No. 3
Here is a cluster of 5 separate species, C13H29Br2N3O6 in total from OMol25. Energies are from ωB97M-V with the def2-TZVPD basis set.

The geometry in XYZ format:
```
53
Properties=species:S:1:pos:R:3:forces:R:3:nbo_charge:R:1
C -27.0891 25.0462 -27.4864 -1.23 0.59 0.81 -0.63
C -27.7569 26.2769 -26.6076 0.53 -1.26 -2.25 0.14
C -27.7303 27.5765 -27.4600 0.63 -1.22 -0.87 -0.49
C -28.6622 28.6867 -27.0911 -0.30 0.13 2.65 -0.41
C -30.0946 28.1658 -26.8582 0.24 0.26 -0.95 -0.48
C -30.3167 26.9421 -25.9273 -1.27 0.43 -2.74 0.12
N -29.2512 25.9443 -26.3487 -0.48 -6.49 4.78 0.25
O -29.4696 24.7085 -25.8219 1.22 6.55 -3.51 -0.19
C -31.7620 26.3890 -26.3417 1.23 -0.57 -0.16 -0.61
C -30.1752 27.3439 -24.4877 0.28 0.55 1.14 -0.63
C -27.0543 26.4410 -25.2642 -1.01 1.25 0.88 -0.63
H -27.5516 24.8746 -28.4584 0.04 0.79 -0.13 0.24
H -27.2710 24.0519 -27.0785 0.18 0.26 0.82 0.25
H -26.0169 25.1953 -27.6142 -0.13 0.30 0.19 0.23
H -27.9811 27.2465 -28.4681 -0.05 -0.25 1.05 0.28
H -26.7017 27.9139 -27.5878 0.21 0.05 0.55 0.23
H -28.6105 29.5527 -27.7510 -0.24 -0.32 -0.48 0.24
H -28.3273 29.1192 -26.1483 0.30 0.20 0.31 0.19
H -30.3669 27.9161 -27.8837 0.25 -0.58 1.66 0.30
H -30.7892 28.9457 -26.5462 0.13 0.16 0.23 0.22
H -32.5473 27.0834 -26.0429 0.33 0.31 -0.31 0.23
H -32.1032 25.4074 -26.0128 0.65 -0.02 0.79 0.24
H -31.6765 26.2222 -27.4155 -0.38 0.47 -0.15 0.24
H -31.0835 27.7548 -24.0469 -0.57 -0.47 -0.53 0.25
H -29.5613 28.2430 -24.4354 0.71 -0.39 0.20 0.22
H -29.8582 26.5479 -23.8138 0.23 0.07 -0.14 0.24
H -27.2304 25.6947 -24.4895 0.30 -0.53 -0.55 0.24
H -27.4976 27.3320 -24.8196 -0.04 0.23 0.15 0.22
H -26.0128 26.7470 -25.3631 0.04 -0.63 -0.38 0.25
O -29.6618 26.5174 -29.2474 0.54 -1.75 2.97 -1.15
H -29.1083 25.8244 -28.8378 -0.45 0.15 -0.50 0.43
C -30.1005 24.4308 -30.7326 1.67 1.02 -0.14 -0.49
N -30.0709 23.3819 -29.7186 -1.72 -3.09 -1.52 0.53
O -29.1525 23.1942 -28.9528 0.16 0.91 0.31 -0.39
O -30.9904 22.5629 -29.8768 0.70 0.94 0.85 -0.38
H -30.7612 25.2284 -30.3929 -0.52 -0.57 -0.43 0.29
H -30.1672 24.0164 -31.7386 -0.69 -0.19 0.38 0.25
H -29.1376 24.9389 -30.6788 -0.01 -0.99 0.04 0.21
C -31.1492 28.3920 -29.5165 -0.44 -0.10 0.86 -0.51
N -32.3054 28.4702 -30.3915 -1.32 -0.68 -0.75 0.53
O -32.1091 28.9991 -31.4517 -0.01 0.77 -1.06 -0.37
O -33.3828 27.9230 -30.0988 1.63 0.72 0.35 -0.40
H -31.4146 27.6168 -28.7978 -0.24 0.57 -0.73 0.24
H -30.8706 29.3353 -29.0467 -0.95 0.33 -0.10 0.22
H -30.2174 28.1020 -30.0021 -1.13 0.09 -0.41 0.28
Br -26.9856 29.5123 -31.2887 -0.16 -0.48 0.35 -0.03
C -27.7231 27.8378 -30.5150 -1.11 0.63 -0.77 -0.44
C -28.8120 27.2172 -31.4433 1.98 0.68 -1.43 -0.41
Br -27.8526 26.8174 -33.1966 -0.65 -0.29 0.69 -0.09
H -28.1855 28.1498 -29.5786 0.09 0.35 -1.05 0.23
H -26.8747 27.2014 -30.2636 -0.16 -0.11 -0.43 0.22
H -29.5684 27.9303 -31.7713 0.22 0.09 0.17 0.23
H -29.2886 26.3212 -31.0455 0.77 1.12 -0.69 0.25
```
Positions in Å, forces in eV/Å.

Values from the calculation:
- Multiplicity: 1
- LUMO: -3.919 eV
- M: 483.2 g mol⁻¹
- ΔE to the lowest compared entry with this formula, charge and spin: 2.9200 eV

The records above give, respectively, F_max values of 1.8, 4.8, 8.1 eV/A.
The records above give, respectively, Kohn-Sham gap values of 7.9, 9.7, 5.2 eV.